No. 1
{
  "formula": "C7H13FO4S",
  "method": "ωB97M-V/def2-TZVPD",
  "e_tot_ha": -1073.4153,
  "charge": 0,
  "lumo_ha": 0.0278,
  "relative_energy_ev": 3.055,
  "species": ["S", "F", "O", "O", "O", "O", "C", "C", "C", "C", "C", "C", "C", "H", "H", "H", "H", "H", "H", "H", "H", "H", "H", "H", "H", "H"],
  "positions_angstrom": [[-1.95429, 0.54918, -0.76070], [-1.47147, 2.10287, -1.07669], [-0.20488, 0.97619, 1.13803], [-1.82141, -0.09112, -2.05440], [-3.27742, 0.59592, -0.14906], [0.31071, -0.55177, -0.49647], [1.70890, 2.24830, 1.73803], [-0.54625, -0.11682, 0.41062], [-1.32624, -1.23034, 1.18092], [1.08818, 1.07918, 1.53497], [-1.97908, -2.31071, 0.28869], [2.43613, -0.01381, -1.51879], [0.88481, 0.36088, -1.40676], [-2.06504, -0.76502, 1.77176], [0.88605, 1.46366, -0.93152], [-3.00110, -2.54231, 0.61526], [3.09940, 0.75048, -1.04421], [2.40973, -1.03343, -1.11591], [0.42125, 0.18984, -2.39524], [-1.53398, -3.24075, 0.46660], [2.68096, -0.06961, -2.59390], [1.75589, 0.19053, 1.40222], [-1.77951, -2.03769, -0.70792], [-0.68997, -1.89611, 1.85381], [2.63244, 2.18401, 2.30246], [1.33622, 3.20845, 1.54820]],
  "atomic_forces_ev_per_a": [[-2.5, 0.8, -1.3], [-0.6, -1.3, 0.7], [0.0, 0.6, 0.5], [-0.2, 0.6, 1.3], [2.1, 0.3, -0.6], [1.0, -1.5, 0.7], [0.1, -1.7, 0.9], [-2.6, -0.8, -0.5], [1.8, -1.8, 0.1], [2.2, 0.2, -0.7], [-0.5, 0.8, 1.3], [-1.6, 0.4, -0.6], [3.0, 2.5, 0.1], [-0.6, 0.8, 0.7], [-0.7, -2.4, -1.6], [-0.1, 0.8, -0.8], [-0.5, -1.1, 0.0], [1.0, 0.3, 0.1], [0.0, 0.7, 0.8], [1.2, -1.3, 0.1], [0.1, 0.0, 0.5], [-1.1, 0.3, 0.9], [-0.7, -0.2, -1.5], [-0.1, 1.8, -0.5], [0.3, 0.0, -0.6], [-0.9, 1.1, 0.0]]
}

***

No. 2
{
  "formula": "C7H13N",
  "method": "ωB97M-V/def2-TZVPD",
  "e_tot_ha": -329.1757,
  "charge": 0,
  "lumo_ha": 0.0355,
  "relative_energy_ev": 2.605,
  "species": ["N", "C", "C", "C", "C", "C", "C", "C", "H", "H", "H", "H", "H", "H", "H", "H", "H", "H", "H", "H", "H"],
  "positions_angstrom": [[-2.73304, -0.96036, -0.09951], [-2.10497, 1.18373, 0.93931], [1.39105, -0.26880, -0.14616], [1.81469, -1.60627, 0.38591], [-1.86704, -0.24656, 0.55487], [1.95813, 0.95384, 0.51489], [0.08753, -0.07358, -2.38821], [0.58964, -0.18098, -1.19316], [0.70270, -0.19046, -3.27301], [2.17941, -1.53719, 1.41492], [1.17062, 1.68901, 0.70911], [0.96546, -2.30240, 0.38478], [-1.38822, 1.81921, 0.41343], [-1.06613, -0.77354, 1.11710], [-0.98900, -0.05790, -2.52373], [2.61214, -2.02594, -0.23596], [-3.11325, 1.50918, 0.67348], [-1.95023, 1.29387, 2.01537], [-3.39742, -0.36435, -0.60617], [2.70914, 1.42044, -0.13147], [2.42880, 0.71906, 1.47418]],
  "atomic_forces_ev_per_a": [[2.1, 0.8, 0.1], [0.6, 0.2, -0.5], [-0.6, 0.0, -0.7], [-0.4, -0.5, 0.2], [-2.4, -1.4, 0.4], [0.0, 0.5, 0.1], [-0.7, -0.5, 0.1], [1.5, 0.2, 0.5], [0.1, 0.2, 0.0], [0.0, 0.0, -0.1], [0.2, 0.0, -0.1], [0.3, 0.0, -0.1], [0.0, 0.2, 0.2], [-0.5, 0.2, -0.6], [0.0, 0.1, -0.1], [-0.1, 0.0, 0.1], [0.1, -0.1, 0.0], [0.0, 0.1, -0.1], [-0.1, 0.0, 0.6], [-0.1, 0.0, 0.1], [-0.1, 0.0, -0.2]]
}

***

No. 3
{
  "formula": "C7H13N",
  "method": "ωB97M-V/def2-TZVPD",
  "e_tot_ha": -329.2016,
  "charge": 0,
  "lumo_ha": 0.0344,
  "relative_energy_ev": 1.901,
  "species": ["N", "C", "C", "C", "C", "C", "C", "C", "H", "H", "H", "H", "H", "H", "H", "H", "H", "H", "H", "H", "H"],
  "positions_angstrom": [[1.94732, 2.72430, 0.82300], [1.06413, 2.39248, 1.49558], [1.95287, -0.59415, 0.05681], [-1.19390, -1.77844, 0.13201], [-0.56255, -0.40160, -0.10843], [0.76663, -0.39447, 0.60115], [-1.47541, 0.66968, 0.49684], [-0.43721, -0.15516, -1.61366], [0.10135, 0.77064, -1.80472], [-2.17817, -1.82419, -0.32860], [-1.14261, 1.66353, 0.20950], [0.69285, -0.27731, 1.67461], [-1.29952, -1.96329, 1.19796], [2.08872, -0.73071, -1.00337], [-2.49849, 0.52915, 0.15102], [0.08340, -0.97019, -2.10996], [-1.47281, 0.61468, 1.58261], [-1.42874, -0.07255, -2.05126], [-0.57247, -2.56341, -0.29445], [2.85056, -0.61821, 0.65370], [2.71404, 2.97922, 0.23967]],
  "atomic_forces_ev_per_a": [[0.4, 0.3, -0.2], [-0.2, 0.1, 0.4], [0.1, 0.0, -0.1], [0.1, 0.1, -0.1], [-0.1, 0.0, -0.1], [-0.1, -0.3, -0.1], [0.1, -0.1, -0.1], [0.1, -0.1, 0.3], [0.1, 0.1, -0.1], [-0.2, 0.0, 0.0], [0.0, 0.1, 0.0], [0.0, 0.0, 0.2], [-0.1, -0.1, 0.1], [0.0, 0.0, -0.2], [-0.1, 0.0, -0.1], [0.1, -0.1, -0.1], [0.0, 0.0, 0.1], [-0.1, 0.0, -0.1], [0.0, -0.1, 0.0], [0.1, 0.0, 0.2], [0.0, 0.0, 0.0]]
}

***

No. 4
{
  "formula": "C7H13N",
  "method": "ωB97M-V/def2-TZVPD",
  "e_tot_ha": -328.9987,
  "charge": 0,
  "lumo_ha": -0.1069,
  "relative_energy_ev": 7.422,
  "species": ["N", "C", "C", "C", "C", "C", "C", "C", "H", "H", "H", "H", "H", "H", "H", "H", "H", "H", "H", "H", "H"],
  "positions_angstrom": [[-2.71329, 0.28198, -0.35585], [0.84984, 1.85137, -2.09128], [1.19342, -0.15588, 2.01392], [0.26441, 0.25525, -0.25790], [-2.54587, -0.44196, 0.86238], [1.00619, -0.62161, 0.73721], [1.59492, -1.78597, 0.27344], [1.13623, 0.77851, -1.36884], [1.75973, -0.76775, 2.70439], [-2.84211, -0.39402, -1.11112], [1.98896, 0.14854, -1.61325], [1.50612, -2.07913, -0.76136], [-3.52693, -0.73060, 1.28523], [-0.51754, -0.38636, -0.65833], [-0.00434, 2.47354, -1.83563], [1.54696, 2.17916, -2.84361], [-1.93427, -1.35066, 0.79302], [0.78011, 0.79960, 2.29649], [2.04077, -2.47368, 0.98062], [-0.18016, 1.09805, 0.26275], [-2.09709, 0.23397, 1.60546]],
  "atomic_forces_ev_per_a": [[0.0, -0.4, 0.2], [0.3, 0.1, 0.6], [-0.4, -0.5, -0.1], [0.6, -0.1, 0.3], [0.0, 0.6, -0.2], [0.5, 0.3, -1.1], [-0.5, 0.0, 0.7], [-0.3, -0.4, -0.1], [0.1, 0.3, 0.2], [0.1, 0.0, 0.0], [0.1, 0.2, 0.0], [0.1, 0.0, -0.1], [0.1, -0.1, 0.1], [-0.3, 0.4, -0.2], [0.1, -0.1, -0.2], [-0.1, 0.1, -0.3], [-0.1, -0.1, 0.1], [0.0, 0.0, 0.3], [0.2, 0.0, -0.1], [-0.4, -0.1, 0.0], [0.0, -0.2, 0.1]]
}

***

No. 5
{
  "formula": "C7H13N",
  "method": "ωB97M-V/def2-TZVPD",
  "e_tot_ha": -329.0919,
  "charge": 0,
  "lumo_ha": 0.0293,
  "relative_energy_ev": 4.886,
  "species": ["N", "C", "C", "C", "C", "C", "C", "C", "H", "H", "H", "H", "H", "H", "H", "H", "H", "H", "H", "H", "H"],
  "positions_angstrom": [[-0.56153, -0.61589, -1.97848], [-1.17066, -1.25768, -0.93601], [-2.12341, -0.22409, 1.17312], [-0.21233, 0.68551, -1.80595], [0.88994, 0.54574, 0.18611], [0.63039, 1.15359, 1.54766], [1.73093, -0.70778, 0.18832], [-1.26715, -0.58212, 0.23628], [-0.05289, -1.17130, -2.65159], [-0.96317, 1.33437, -1.38367], [-1.81548, 0.15213, 2.14007], [0.47171, 1.09258, -2.53946], [1.69757, -1.22160, -0.77616], [1.39194, -1.41704, 0.94511], [0.33787, 0.40126, 2.28314], [1.40678, 1.30915, -0.39105], [1.54440, 1.62629, 1.92728], [-1.37991, -2.31302, -1.04571], [2.78471, -0.47442, 0.38774], [-0.14654, 1.91957, 1.50681], [-3.19317, -0.23524, 0.98643]],
  "atomic_forces_ev_per_a": [[0.0, -0.3, -0.3], [0.3, 0.3, 0.2], [0.2, 0.2, 0.0], [0.3, -0.4, 1.5], [0.3, 0.5, -1.1], [-0.2, -0.1, 0.0], [-0.1, 0.0, 0.0], [-0.8, -0.5, -0.3], [-0.1, 0.1, 0.1], [-0.1, 0.1, -0.2], [0.0, -0.1, 0.1], [0.0, 0.0, 0.1], [0.0, 0.0, 0.0], [0.0, 0.0, 0.0], [-0.1, 0.0, -0.1], [0.3, 0.1, 0.1], [0.0, 0.0, -0.1], [0.1, 0.0, 0.1], [-0.1, 0.0, 0.0], [0.0, 0.0, 0.1], [0.0, 0.1, -0.1]]
}

***

No. 6
{
  "formula": "C7H13N",
  "method": "ωB97M-V/def2-TZVPD",
  "e_tot_ha": -329.2037,
  "charge": 0,
  "lumo_ha": 0.0294,
  "relative_energy_ev": 1.844,
  "species": ["N", "C", "C", "C", "C", "C", "C", "C", "H", "H", "H", "H", "H", "H", "H", "H", "H", "H", "H", "H", "H"],
  "positions_angstrom": [[1.63292, -1.18765, 0.71763], [-1.48639, -0.66822, -0.68367], [3.17068, 0.25954, -0.43482], [-1.37129, 1.70974, -1.15372], [-1.22643, 0.73174, -0.25264], [-1.66858, -1.70491, 0.13060], [-1.16727, 1.00970, 1.21909], [1.94587, -0.18196, -0.18247], [-1.85511, -2.69561, -0.25184], [-1.32844, 2.74733, -0.86854], [0.77760, -1.68438, 0.51066], [4.04235, -0.23892, -0.03991], [-1.66774, -0.78553, -1.74505], [-1.55099, 1.50741, -2.19681], [2.40102, -1.80524, 0.94038], [3.33845, 1.15732, -1.00372], [-2.07752, 0.67880, 1.71711], [1.02563, 0.22860, -0.68502], [-0.32868, 0.47727, 1.66536], [-1.04143, 2.07457, 1.39701], [-1.56468, -1.62960, 1.20036]],
  "atomic_forces_ev_per_a": [[0.0, -0.4, 0.0], [-0.2, 0.5, 0.2], [0.1, 0.3, -0.1], [0.3, -0.3, 0.3], [-1.5, -0.1, -0.3], [0.4, 0.0, -0.1], [0.5, 0.0, -0.1], [-1.2, 0.2, -0.6], [-0.2, -0.1, -0.1], [0.1, 0.2, 0.1], [0.1, 0.0, 0.0], [0.1, 0.0, 0.3], [0.2, -0.1, -0.1], [0.1, -0.1, -0.2], [-0.1, 0.0, 0.1], [-0.1, 0.0, -0.3], [-0.1, 0.0, 0.0], [1.3, -0.1, 0.7], [0.1, 0.0, 0.2], [0.0, 0.0, 0.1], [0.0, 0.1, 0.2]]
}

***

No. 7
{
  "formula": "C7H13N",
  "method": "ωB97M-V/def2-TZVPD",
  "e_tot_ha": -329.2040,
  "charge": 0,
  "lumo_ha": 0.0431,
  "relative_energy_ev": 1.836,
  "species": ["N", "C", "C", "C", "C", "C", "C", "C", "H", "H", "H", "H", "H", "H", "H", "H", "H", "H", "H", "H", "H"],
  "positions_angstrom": [[-0.37844, -0.24850, -0.62678], [-1.22439, -1.33062, -0.02704], [0.99151, -0.12282, -0.06470], [0.88252, -1.11331, 1.21133], [1.11405, 1.45143, 0.14874], [-1.03978, 1.04444, -0.97510], [-0.22379, -2.12397, 0.73251], [0.03521, 2.15596, -0.80356], [0.34760, 2.48622, -1.88555], [-1.69644, -1.91272, -0.86156], [-0.65286, -2.61646, 1.57150], [-1.92082, -0.86432, 0.57470], [0.88081, 1.66147, 1.29449], [0.13110, -2.96127, 0.05981], [-1.32303, 0.86829, -2.01429], [-0.39154, 3.02605, -0.37322], [-1.91352, 1.22270, -0.32731], [2.08155, 1.97651, -0.11921], [0.93441, -0.51666, 2.04385], [1.61734, -0.36616, -0.88164], [1.74850, -1.71627, 1.32304]],
  "atomic_forces_ev_per_a": [[-0.8, 0.3, 0.0], [2.0, 0.7, -2.9], [-2.4, 1.2, 1.0], [1.0, -1.0, -5.0], [-0.1, 1.0, 1.0], [0.9, -1.3, 0.2], [0.7, -0.3, 0.4], [0.3, -1.9, -1.5], [0.2, -0.8, 2.2], [0.1, 0.4, 0.9], [-0.5, -0.5, 0.8], [-2.0, 0.7, 1.4], [0.3, -0.1, -2.4], [0.4, 1.2, 0.8], [-0.5, 0.8, 0.0], [-0.3, 0.8, 0.6], [0.0, -0.1, -0.2], [-0.7, -1.2, 0.7], [-1.4, 1.2, 2.4], [1.4, -0.9, -0.3], [1.3, -0.5, -0.1]]
}

***

No. 8
{
  "formula": "C7H13N",
  "method": "ωB97M-V/def2-TZVPD",
  "e_tot_ha": -329.1776,
  "charge": 0,
  "lumo_ha": 0.0277,
  "relative_energy_ev": 2.555,
  "species": ["N", "C", "C", "C", "C", "C", "C", "C", "H", "H", "H", "H", "H", "H", "H", "H", "H", "H", "H", "H", "H"],
  "positions_angstrom": [[1.89139, -0.56728, 0.07474], [0.94015, 1.63963, 0.39965], [-0.80676, -1.75420, 0.03774], [-0.61430, -0.26311, 0.14369], [2.93830, -0.30834, -0.53892], [0.75683, 0.31694, 0.19216], [-1.23507, 0.23007, -1.18589], [-1.43255, 0.34198, 1.26879], [-1.29660, 1.38782, 1.56274], [-2.35103, 0.19258, -1.08458], [-0.13547, -2.15340, -0.68920], [-1.00647, 1.34521, -1.32375], [1.91224, 2.06445, 0.27562], [-0.75585, -0.30332, -2.01889], [3.39888, 0.65839, -0.77323], [0.19339, 2.51965, 0.60370], [-1.82653, -1.98735, -0.25844], [-0.54989, -2.46855, 0.88355], [-1.24325, -0.16266, 2.22969], [3.67952, -1.12965, -0.72067], [-2.45691, 0.40116, 0.92152]],
  "atomic_forces_ev_per_a": [[-2.5, -0.6, -0.5], [-1.0, 1.2, -0.1], [0.7, -1.9, 1.5], [-0.9, 0.8, -0.4], [2.7, -0.4, 0.1], [1.8, 1.5, 1.0], [-0.1, 2.3, 0.1], [-0.5, 0.5, 1.1], [0.7, 0.0, -0.7], [1.0, -0.6, -0.7], [0.3, -0.1, -1.1], [-0.3, -1.5, 0.1], [0.8, -0.1, 0.2], [-0.7, 0.1, 0.0], [-0.9, 0.4, -0.5], [1.0, -2.4, -0.5], [-0.1, 0.1, 0.0], [-0.4, 1.5, -0.2], [-0.6, -0.3, -0.4], [-0.7, 0.5, 0.4], [-0.6, -0.8, 0.6]]
}

***

No. 9
{
  "formula": "C7H13N",
  "method": "ωB97M-V/def2-TZVPD",
  "e_tot_ha": -329.0986,
  "charge": 0,
  "lumo_ha": [0.0107, 0.0160],
  "relative_energy_ev": 4.704,
  "species": ["N", "C", "C", "C", "C", "C", "C", "C", "H", "H", "H", "H", "H", "H", "H", "H", "H", "H", "H", "H", "H"],
  "positions_angstrom": [[-1.33549, 1.52756, 0.25817], [1.00390, 0.92587, -0.05263], [-0.12531, 0.28041, 2.05618], [0.82874, -0.66998, -1.58941], [-0.58237, -0.83123, -0.44890], [1.12664, 0.79934, -1.55550], [-0.27175, 0.58217, 0.56555], [-0.74505, -2.09326, 0.07825], [1.89657, 0.64315, 0.49896], [-0.53669, -2.33498, 1.11161], [0.64234, -0.47794, 2.23301], [-1.06963, -0.08953, 2.46365], [1.64954, -1.28228, -1.22401], [-2.16669, 1.35587, 0.81664], [0.15322, 1.18182, 2.60595], [-1.02820, -2.92633, -0.55343], [2.12948, 1.05763, -1.89737], [-1.29340, -0.45269, -1.17866], [0.38323, 1.39613, -2.08651], [-1.02857, 2.48755, 0.38271], [0.36949, -1.07930, -2.48425]],
  "atomic_forces_ev_per_a": [[0.0, 0.1, -0.2], [1.2, 1.3, -0.2], [-0.2, -0.4, -0.3], [-2.0, -1.1, 0.8], [2.5, 4.4, -0.8], [-0.2, 0.1, 1.1], [-0.7, -2.3, -1.2], [-0.4, -2.0, 0.9], [0.0, 0.1, 0.0], [0.1, 0.1, 0.0], [-0.1, 0.0, 0.0], [0.0, 0.0, 0.0], [0.0, 0.0, -0.1], [0.2, 0.1, -0.1], [0.0, 0.0, -0.1], [0.0, 0.0, 0.0], [-0.1, 0.0, -0.1], [-0.5, -0.2, 0.2], [0.0, -0.1, 0.0], [-0.1, -0.2, 0.1], [0.4, 0.0, -0.3]]
}

***

No. 10
{
  "formula": "C7H13N",
  "method": "ωB97M-V/def2-TZVPD",
  "e_tot_ha": -329.2072,
  "charge": 0,
  "lumo_ha": 0.0401,
  "relative_energy_ev": 1.749,
  "species": ["N", "C", "C", "C", "C", "C", "C", "C", "H", "H", "H", "H", "H", "H", "H", "H", "H", "H", "H", "H", "H"],
  "positions_angstrom": [[-3.09650, 1.37050, 0.34357], [2.12481, -2.14963, 0.51664], [-1.80626, 0.95391, -0.27580], [1.21205, 0.14645, 0.25078], [1.53017, -3.33869, 0.56052], [0.72699, 1.31409, -0.54761], [-0.57575, 1.83876, 0.02977], [1.65409, -1.00119, -0.25974], [-0.77235, 2.84031, -0.36689], [0.97337, 0.27217, 1.27890], [-1.85740, 0.80977, -1.37057], [1.47193, 2.12402, -0.55831], [1.65990, -0.99263, -1.37090], [2.90202, -1.91305, 1.23549], [-3.50825, 2.05041, -0.29420], [-1.67031, -0.07170, 0.04047], [0.76285, -3.69500, -0.08826], [0.60293, 1.05177, -1.61351], [-0.60756, 1.93121, 1.14824], [-3.71754, 0.57973, 0.19744], [1.99083, -4.12120, 1.14397]],
  "atomic_forces_ev_per_a": [[0.5, 0.1, -1.1], [-0.9, 0.0, 0.5], [0.1, -0.4, -0.7], [-0.3, -0.3, -0.8], [1.4, -0.3, -0.1], [0.1, 0.1, -0.3], [-1.7, 0.2, 0.9], [-0.2, 1.1, -1.1], [0.0, 0.0, 0.1], [0.4, -0.1, 1.1], [-0.2, 0.4, 0.0], [-0.1, -0.2, 0.2], [0.2, -0.5, 0.7], [0.2, -0.3, -0.1], [0.1, 0.3, 0.4], [0.6, -0.2, 0.5], [-0.6, 0.3, -0.4], [-0.1, 0.0, 0.3], [0.6, 0.1, -0.8], [0.0, -0.1, 0.4], [-0.1, 0.0, 0.4]]
}

***

Which value of charge does entry 6 give?
0

***

Which value of charge does entry 8 give?
0

***

Copy entry 4 word for word.
{
  "formula": "C7H13N",
  "method": "ωB97M-V/def2-TZVPD",
  "e_tot_ha": -328.9987,
  "charge": 0,
  "lumo_ha": -0.1069,
  "relative_energy_ev": 7.422,
  "species": ["N", "C", "C", "C", "C", "C", "C", "C", "H", "H", "H", "H", "H", "H", "H", "H", "H", "H", "H", "H", "H"],
  "positions_angstrom": [[-2.71329, 0.28198, -0.35585], [0.84984, 1.85137, -2.09128], [1.19342, -0.15588, 2.01392], [0.26441, 0.25525, -0.25790], [-2.54587, -0.44196, 0.86238], [1.00619, -0.62161, 0.73721], [1.59492, -1.78597, 0.27344], [1.13623, 0.77851, -1.36884], [1.75973, -0.76775, 2.70439], [-2.84211, -0.39402, -1.11112], [1.98896, 0.14854, -1.61325], [1.50612, -2.07913, -0.76136], [-3.52693, -0.73060, 1.28523], [-0.51754, -0.38636, -0.65833], [-0.00434, 2.47354, -1.83563], [1.54696, 2.17916, -2.84361], [-1.93427, -1.35066, 0.79302], [0.78011, 0.79960, 2.29649], [2.04077, -2.47368, 0.98062], [-0.18016, 1.09805, 0.26275], [-2.09709, 0.23397, 1.60546]],
  "atomic_forces_ev_per_a": [[0.0, -0.4, 0.2], [0.3, 0.1, 0.6], [-0.4, -0.5, -0.1], [0.6, -0.1, 0.3], [0.0, 0.6, -0.2], [0.5, 0.3, -1.1], [-0.5, 0.0, 0.7], [-0.3, -0.4, -0.1], [0.1, 0.3, 0.2], [0.1, 0.0, 0.0], [0.1, 0.2, 0.0], [0.1, 0.0, -0.1], [0.1, -0.1, 0.1], [-0.3, 0.4, -0.2], [0.1, -0.1, -0.2], [-0.1, 0.1, -0.3], [-0.1, -0.1, 0.1], [0.0, 0.0, 0.3], [0.2, 0.0, -0.1], [-0.4, -0.1, 0.0], [0.0, -0.2, 0.1]]
}